Density functional theory data (ωB97M-V with the def2-TZVPD basis set) for a cluster of 2 separate species, CH7OS in total in a non-equilibrium geometry.

Output
Charge = +1
DFT total energy = -14023.489 eV
Energy relative to the best compared isomer or geometry (same formula, charge and spin) = 2.088 eV
HOMO = -16.280 eV

Each line ends with the natural charge from an NBO analysis.
Element x y z (Å)
O  -0.39334  2.14653  0.67886  -0.960
H  0.61853  -1.79470  1.28283  0.310
H  0.33835  2.58517  0.23451  0.499
H  -0.73772  2.88846  1.22453  0.512
C  0.24729  -1.23555  -0.91764  -0.712
S  -0.29747  -0.94795  0.82045  0.190
H  -0.59149  -1.08257  -1.60021  0.264
H  0.55579  -2.28179  -0.98899  0.260
H  1.05850  -0.58994  -1.25723  0.255
H  -0.79844  0.31234  0.52290  0.381